Entry 1:
Molecular formula: C20H44BF16N4O8P
Method: DFT, ωB97M-V/def2-TZVPD

```
94
Properties=species:S:1:pos:R:3:mulliken_charge:R:1
C 3.8029 -2.0621 -0.3122 -0.944
C 4.2945 -0.6494 -0.3413 0.766
O 5.3786 -0.3181 -0.6805 -0.448
N 3.3633 0.3459 0.2516 1.505
H 3.4356 1.1496 -0.4288 -0.472
H 2.3986 0.0135 0.1845 -0.416
C 3.7428 0.7798 1.6411 -0.959
H 3.0817 -2.2611 0.4851 0.123
H 4.5705 -2.7932 -0.0457 0.441
H 3.4125 -2.4098 -1.2676 0.248
H 2.9373 1.3893 2.0423 0.292
H 4.6305 1.3855 1.4915 0.434
H 3.8574 -0.0711 2.3049 0.452
C -0.3901 2.3783 -1.6293 0.480
C -0.7810 3.2734 -2.7305 -0.123
O -0.2597 3.3876 -3.7818 -0.432
N -2.1077 4.0271 -2.5223 -0.114
H -2.8985 3.3811 -2.5990 0.366
H -2.1625 4.3977 -1.5704 0.458
C -2.3116 5.1201 -3.5404 -0.873
H -0.9512 2.5430 -0.7056 0.281
H 0.6518 2.6016 -1.3489 -0.118
H -0.4525 1.3122 -1.8372 -0.068
H -1.4262 5.7042 -3.7500 0.329
H -3.0954 5.7121 -3.0673 0.409
H -2.7310 4.7140 -4.4539 0.328
C -1.0723 1.6179 3.4095 -0.674
C -1.7940 0.5376 4.1179 0.669
O -2.4494 0.6542 5.0985 -0.536
N -1.6136 -0.8667 3.5922 1.029
H -2.5740 -1.2717 3.4693 0.297
H -1.2273 -0.8294 2.6428 -0.656
C -0.7051 -1.5852 4.5266 -0.516
H -1.0721 2.5558 3.9520 0.572
H -1.6012 1.8472 2.4758 0.244
H -0.0661 1.3203 3.1214 -0.160
H 0.2364 -1.0498 4.5989 0.063
H -0.4969 -2.5374 4.0358 0.345
H -1.1980 -1.7755 5.4711 0.320
C -1.4157 -6.6911 -3.0456 -1.150
C -1.8367 -5.4437 -2.3529 0.627
O -2.7580 -5.3319 -1.6299 -0.318
N -0.9489 -4.2106 -2.5565 -0.075
H -0.0079 -4.5305 -2.3053 0.406
H -0.8895 -3.9539 -3.5446 0.418
C -1.3711 -3.0527 -1.7134 -1.073
H -0.9177 -6.4844 -3.9969 0.366
H -2.2867 -7.2612 -3.3756 0.364
H -0.8792 -7.3916 -2.4071 0.313
H -1.2545 -3.2798 -0.6564 0.406
H -2.3983 -2.7676 -1.9047 0.392
H -0.6360 -2.2703 -1.8981 0.254
C 3.3979 3.0030 -2.0663 -0.261
O 2.6173 1.8216 -2.4255 0.516
O 3.2415 3.1769 -0.7863 -0.867
C 4.8743 2.9471 -2.5035 0.466
F 4.9786 3.1063 -3.8622 -0.299
F 5.5744 3.9537 -1.9854 -0.299
F 5.5362 1.8175 -2.2042 -0.183
C 2.8046 1.0834 -3.6202 -0.608
C 2.2020 -0.3045 -3.4993 -0.900
H 1.1066 -0.3200 -3.5138 0.185
H 2.5278 -0.8598 -4.3850 0.519
H 2.5080 -0.8773 -2.6247 -0.062
H 3.8722 0.9321 -3.7922 0.435
H 2.3081 1.5933 -4.4524 0.197
H 3.0017 3.8656 -2.6469 0.275
C -4.2401 -1.6518 1.7801 1.108
O -4.5909 -0.3955 1.1741 -0.394
O -4.3124 -1.6033 3.1064 -1.035
C -5.0939 -2.7829 1.2130 0.566
F -4.7174 -3.9657 1.7165 -0.278
F -6.4011 -2.6214 1.4396 -0.288
F -4.9460 -2.8970 -0.1525 -0.313
C -3.5801 0.2134 0.4429 1.150
C -4.1026 1.5202 -0.1499 -1.232
H -4.9768 1.3245 -0.7735 0.519
H -4.4184 2.2075 0.6361 0.412
H -3.3027 1.9358 -0.7754 -0.140
H -3.2566 -0.3478 -0.4537 -0.241
H -2.6965 0.4030 1.0598 -0.196
H -3.1927 -1.9257 1.5065 -0.512
P 2.2165 1.3431 5.4163 1.276
F 1.9708 0.1470 4.3397 -0.337
F 3.7742 1.4048 4.9785 -0.386
F 1.9060 2.4246 4.2141 -0.349
F 2.4656 2.6077 6.4004 -0.368
F 0.6447 1.3466 5.8192 -0.360
F 2.4937 0.3078 6.6054 -0.392
B 0.2124 -0.5786 0.7809 0.248
F 0.8220 -0.9954 -0.4239 -0.209
F -0.9482 -1.3476 0.9744 -0.486
F 1.1429 -0.7632 1.8094 -0.240
F -0.1806 0.7519 0.7708 -0.506
```

Results
E_LUMO	-2.053	eV
E_HOMO	-7.42	eV
charge	0
frontier orbital gap	5.4	eV

***

Entry 2:
Molecular formula: C3H4Br2N2O2
Method: DFT, ωB97M-V/def2-TZVPD

```
13
Properties=species:S:1:pos:R:3:mulliken_charge:R:1
O 2.5301 -0.4805 -1.2381 -0.592
N 1.5799 -0.8399 -0.6152 0.956
O 1.2047 -1.9673 -0.5178 -0.570
C 0.7647 0.1825 0.0338 -0.390
C -0.7966 0.4545 -0.8618 -0.255
Br -1.2358 2.2669 -1.1040 -0.078
N -1.4338 -0.2437 0.2593 -0.468
C -0.1905 -0.3091 1.0541 -0.293
Br -0.4533 1.0743 2.5492 -0.197
H 1.3224 1.0196 0.1209 0.639
H -0.9202 -0.1027 -1.7060 0.418
H -2.2416 0.2216 0.6407 0.339
H -0.1299 -1.2765 1.3850 0.491
```

Results
E_LUMO	-0.328	eV
E_HOMO	-10.05	eV
SMILES	O=[N+]([O-])[C@H]1[C@H](Br)N[C@@H]1Br
charge	0
frontier orbital gap	9.7	eV

***

Entry 3:
Molecular formula: C51H30N8OOsS3Te
Method: DFT, ωB97M-V/def2-TZVPD

```
95
Properties=species:S:1:pos:R:3:lowdin_spin:R:1
Os 0.7755 1.4848 0.2627 2.306
C -4.1074 5.7588 -0.5177 0.037
C -4.3590 5.4788 0.8397 0.038
C -3.5049 4.6874 1.5785 0.028
C -2.3829 4.1647 0.9341 0.056
C -1.3419 3.2813 1.3797 0.196
N -0.5137 3.0400 0.3231 0.029
C -0.9344 3.7355 -0.7780 0.198
N -0.3308 3.7850 -1.9865 0.047
C 0.6348 2.9863 -2.3422 0.087
C 1.3117 3.0664 -3.6487 -0.003
C 1.1405 3.9434 -4.7052 0.013
C 1.9219 3.7480 -5.8349 -0.005
C 2.8462 2.7018 -5.8922 0.016
C 3.0145 1.8284 -4.8264 -0.005
C 2.2309 2.0274 -3.7042 0.011
C 2.1593 1.3042 -2.4201 -0.003
N 2.8697 0.2900 -2.1095 0.050
C 2.8999 -0.2972 -0.8622 0.039
N 2.3073 0.1842 0.2746 0.033
C 2.6701 -0.5752 1.3583 0.044
N 2.3117 -0.3643 2.6735 0.053
C 1.4196 0.4758 3.0530 -0.006
N 0.6132 1.2911 2.2620 0.086
C -0.2752 1.9894 3.0255 0.083
N -1.1942 2.8374 2.6492 0.046
C -0.0399 1.6166 4.4327 -0.003
C -0.6466 2.0492 5.5991 0.013
C -0.1732 1.5325 6.7970 -0.005
C 0.8795 0.6146 6.8166 0.015
C 1.4845 0.1850 5.6422 -0.005
C 1.0043 0.6991 4.4516 0.011
C 3.4850 -1.6233 0.8924 0.028
C 4.1203 -2.7079 1.5466 0.007
C 4.8524 -3.5760 0.7914 0.016
C 4.9916 -3.4027 -0.6193 0.017
C 4.4010 -2.3609 -1.2705 0.005
C 3.6283 -1.4471 -0.5135 0.030
N 1.1701 1.9290 -1.6605 0.094
C -2.1284 4.4507 -0.4179 0.055
C -2.9944 5.2565 -1.1575 0.028
H -4.8060 6.3783 -1.0648 0.001
H -5.2435 5.8928 1.3060 0.001
H -3.6897 4.4707 2.6219 0.001
H 0.4174 4.7456 -4.6422 0.001
H 1.8203 4.4124 -6.6827 -0.001
H 3.4445 2.5768 -6.7857 0.001
H 3.7295 1.0173 -4.8604 -0.001
H -1.4573 2.7646 5.5669 0.001
H -0.6199 1.8470 7.7308 -0.001
H 1.2314 0.2359 7.7673 0.001
H 2.3044 -0.5202 5.6474 -0.001
H 4.0153 -2.8372 2.6157 0.000
H 5.3439 -4.4157 1.2660 0.001
H 5.5843 -4.1166 -1.1772 0.001
H 4.5092 -2.2277 -2.3388 0.000
H -2.7896 5.4728 -2.1971 0.001
O -0.9018 -0.0658 0.4351 0.166
C -1.7143 -0.5762 -0.5598 0.015
C -3.1415 -0.0850 -0.3332 0.003
C -3.5390 0.6926 0.7130 0.001
C -4.9369 0.9536 0.7056 0.000
C -5.5698 0.3550 -0.3385 0.000
S -4.4798 -0.5199 -1.3246 0.001
C -1.7208 -2.1058 -0.3006 0.005
C -1.9904 -2.5550 1.0323 0.002
C -2.4630 -3.9206 1.0341 0.000
C -2.5688 -4.4324 -0.2041 0.001
S -2.1149 -3.3327 -1.4648 0.002
C -1.2365 -0.2972 -1.9678 0.005
C -0.2241 -0.9130 -2.6506 0.001
C 0.0386 -0.3117 -3.9070 0.001
C -0.7762 0.7537 -4.1484 0.001
S -1.8655 1.0211 -2.8659 0.002
H -2.8439 1.0592 1.4533 0.001
H -5.4402 1.5662 1.4390 0.000
H -6.6170 0.3875 -0.5903 0.000
H -2.2600 -1.8365 1.7940 0.000
H -2.7028 -4.4666 1.9336 0.000
H -2.8705 -5.4357 -0.4628 0.000
H 0.3347 -1.7547 -2.2647 0.000
H 0.8075 -0.6464 -4.5878 0.000
H -0.7874 1.3990 -5.0119 0.000
Te 0.3208 -2.2295 0.8328 0.004
C 0.6268 -4.3016 0.5881 0.001
C 0.4575 -5.1932 1.6461 0.000
C 0.7860 -6.5298 1.4898 0.000
C 1.2906 -6.9832 0.2764 0.000
C 1.4732 -6.1006 -0.7762 0.000
C 1.1458 -4.7589 -0.6190 0.000
H 0.0759 -4.8391 2.5968 0.000
H 0.6568 -7.2186 2.3149 0.000
H 1.5531 -8.0265 0.1579 0.000
H 1.8780 -6.4509 -1.7167 0.000
H 1.3091 -4.0660 -1.4374 0.000
```

Results
E_LUMO (alpha / beta)	-0.652 / -1.754	eV
spin multiplicity	5
E_HOMO (alpha / beta)	-5.56 / -6.33	eV
charge	0
frontier orbital gap (alpha / beta)	4.9 / 4.6	eV

***

Entry 4:
Molecular formula: C30H65GeN5PPbSi3
Method: DFT, ωB97M-V/def2-TZVPD

```
106
Properties=species:S:1:pos:R:3:lowdin_spin:R:1
Pb -0.0107 -0.2777 -0.6311 0.004
C 4.5637 -1.8253 -0.3029 0.002
C 3.1708 -1.2982 -0.1660 0.001
N 2.4339 -0.8866 -1.1148 -0.010
C 2.8651 -0.7847 -2.5012 -0.001
C 1.7462 -0.1648 -3.3385 0.000
N 1.1498 0.9661 -2.6170 0.000
C 0.1541 1.7767 -3.3430 0.000
C -1.2202 1.7991 -2.6546 0.000
N -1.0488 1.8911 -1.2047 0.000
C -2.2441 2.0181 -0.3668 0.002
C -2.1097 1.2484 0.9652 0.012
N -0.6987 1.1835 1.4326 0.097
C -0.5000 0.2494 2.4788 0.383
C -1.5635 0.0084 3.4902 0.057
C 0.7183 -0.5149 2.4720 0.047
C 1.2320 -1.1927 3.6056 0.078
C 2.4237 -1.8625 3.5064 0.009
C 3.1175 -1.8993 2.2896 0.092
C 2.5505 -1.2635 1.2055 0.009
N 1.3965 -0.5930 1.3098 0.113
H 4.9605 -1.6661 -1.3013 0.000
H 4.5737 -2.8989 -0.1014 0.000
H 5.2280 -1.3523 0.4203 0.001
H 3.1157 -1.7643 -2.9145 0.000
H 3.7657 -0.1663 -2.5676 0.000
H 0.9605 -0.8999 -3.5380 0.000
H 2.1573 0.1391 -4.3052 0.000
H 1.8990 1.5588 -2.2767 0.000
H 0.0303 1.4010 -4.3598 0.000
H 0.5340 2.7954 -3.4333 0.000
H -1.7798 0.8819 -2.8672 0.000
H -1.7995 2.6323 -3.0647 0.000
H -0.4138 2.6486 -0.9824 0.000
H -3.0939 1.6094 -0.9161 0.000
H -2.4618 3.0707 -0.1768 0.000
H -2.4691 0.2235 0.8088 0.001
H -2.7758 1.7022 1.7041 0.001
H -2.4469 -0.4392 3.0218 0.018
H -1.8900 0.9404 3.9508 0.013
H -1.2504 -0.6716 4.2767 0.000
H 0.7157 -1.1564 4.5519 0.003
H 2.8330 -2.3647 4.3728 -0.001
H 4.0501 -2.4354 2.2019 0.005
C -1.2814 5.4889 4.0965 0.003
Si -2.0581 4.1697 3.0268 0.008
C -3.2294 3.2010 4.1111 0.001
C -3.0281 4.9615 1.6385 0.002
Ge -0.1190 3.0078 2.1242 0.032
Si 1.5693 2.6337 3.8398 0.001
C 2.3088 4.2818 4.3110 0.000
C 0.7084 1.9501 5.3497 0.002
C 2.9986 1.5747 3.2546 -0.001
Si 0.9281 4.4661 0.4712 0.008
C 1.1405 6.1067 1.3322 0.004
C 0.0157 4.8950 -1.1232 0.001
C 2.5757 3.6793 0.0356 0.000
H -2.0800 6.1286 4.4820 0.001
H -0.5780 6.1273 3.5658 0.000
H -0.7689 5.0574 4.9575 0.000
H -3.9241 3.9272 4.5430 0.000
H -2.7263 2.7095 4.9453 0.000
H -3.8282 2.4618 3.5771 0.000
H -3.6830 5.7262 2.0646 0.000
H -3.6687 4.2529 1.1100 0.000
H -2.3858 5.4593 0.9099 0.000
H 1.5662 5.0356 4.5670 0.000
H 2.9575 4.6801 3.5321 0.000
H 2.9315 4.1267 5.1971 0.000
H 0.0097 2.6918 5.7443 0.000
H 1.4417 1.7425 6.1332 0.000
H 0.1462 1.0371 5.1650 0.000
H 3.7223 2.2066 2.7371 0.000
H 2.7235 0.7694 2.5808 0.000
H 3.5074 1.1370 4.1173 0.000
H 0.2012 6.6626 1.3126 0.000
H 1.8730 6.6935 0.7702 0.001
H 1.4806 6.0484 2.3589 0.000
H -1.0720 4.8852 -1.0446 0.000
H 0.3023 4.2902 -1.9842 0.000
H 0.3047 5.9217 -1.3625 0.000
H 3.2731 3.7605 0.8706 0.000
H 3.0341 4.1706 -0.8266 0.000
H 2.4731 2.6113 -0.1832 0.000
C -5.2207 -1.2544 -1.1373 0.000
C -4.5186 -2.5645 -0.7869 0.000
P -2.7141 -2.4702 -1.1125 0.002
C -2.6107 -2.6737 -2.9418 0.000
C -2.9703 -4.0249 -3.5539 0.000
C -2.0355 -4.0415 -0.4168 0.000
C -2.9445 -5.2689 -0.3521 0.000
H -6.2942 -1.3246 -0.9652 0.000
H -5.0814 -0.9860 -2.1860 0.000
H -4.8415 -0.4305 -0.5277 0.000
H -4.9651 -3.4004 -1.3299 0.000
H -4.6428 -2.7859 0.2761 0.000
H -1.5927 -2.3940 -3.2381 0.000
H -3.2568 -1.8913 -3.3532 0.000
H -2.2904 -4.8085 -3.2210 0.000
H -2.9129 -3.9817 -4.6416 0.000
H -3.9856 -4.3255 -3.2956 0.000
H -1.6905 -3.7971 0.5926 0.000
H -1.1290 -4.2675 -0.9888 0.000
H -3.8107 -5.0882 0.2835 0.000
H -2.4042 -6.1158 0.0716 0.000
H -3.3082 -5.5684 -1.3321 0.000
```

Results
E_LUMO (alpha / beta)	-5.449 / -6.108	eV
spin multiplicity	2
E_HOMO (alpha / beta)	-12.20 / -12.71	eV
charge	+2
frontier orbital gap (alpha / beta)	6.8 / 6.6	eV

***

| no. | F_max (eV/Å) | electronic energy (a.u.) |
| --- | --- | --- |
| 1 | 2.53 | -3573.73489 |
| 2 | 5.15 | -5524.56961 |
| 3 | 0.51 | -4028.05608 |
| 4 | 0.40 | -4935.10280 |